1.
Computed, not measured: a 13-piece molecular cluster, C26H83N17O13 overall, with the ωB97M-V functional and the def2-TZVPD basis.

Calculated values
HOMO, eV: -8.67
Lowest unoccupied orbital energy, eV: -0.21
Energy, eV: -80254.321
Gap between HOMO and LUMO, eV: 8.5
Largest force on an atom, Eh/bohr: 0.151

```
! RIJCOSX wB97M-V def2-TZVPD def2/J DEFGRID3
* xyz 0 1
C -6.081 -3.428 -1.360
O -6.519 -2.993 -2.388
N -5.044 -3.023 -0.781
N -6.589 -4.437 -0.678
H -4.615 -2.173 -1.116
H -4.582 -3.590 -0.084
H -7.464 -4.832 -0.993
H -6.353 -4.637 0.284
C -4.583 1.110 4.630
O -5.426 1.949 4.450
N -3.982 1.000 5.760
N -4.123 0.298 3.759
H -4.082 1.695 6.485
H -3.118 0.479 5.707
H -4.270 0.678 2.835
H -3.456 -0.444 3.914
C 0.203 0.520 0.093
O -0.634 0.467 -0.785
N 0.406 -0.464 0.952
N 1.033 1.485 0.330
H -0.071 -1.354 0.976
H 0.999 -0.254 1.741
H 1.206 1.790 1.278
H 1.185 2.053 -0.491
C -2.682 4.485 -4.934
O -3.742 4.053 -5.388
N -2.397 4.837 -3.735
N -1.632 4.659 -5.712
H -1.448 5.074 -3.484
H -3.143 4.781 -3.057
H -0.836 5.227 -5.457
H -1.649 4.415 -6.691
C 2.804 6.427 -3.364
O 1.986 5.871 -2.663
N 2.473 7.371 -4.187
N 4.017 5.970 -3.442
H 1.589 7.806 -3.963
H 3.078 7.857 -4.834
H 4.338 5.294 -2.764
H 4.666 6.278 -4.153
C -1.277 -5.519 3.225
O -1.489 -4.687 2.371
N -0.626 -5.294 4.327
N -1.684 -6.728 3.167
H -0.496 -6.021 5.016
H -0.315 -4.347 4.489
H -1.499 -7.428 3.871
H -1.931 -7.079 2.253
C 3.079 0.519 -4.961
C 3.766 -0.850 -4.504
C 4.450 -1.618 -5.687
O 3.510 -2.126 -6.582
C 3.833 -3.129 -7.548
N 4.797 -0.619 -3.502
H 2.456 1.005 -4.210
H 2.409 0.172 -5.747
H 3.701 1.291 -5.415
H 3.030 -1.555 -4.118
H 4.951 -2.483 -5.252
H 5.141 -0.852 -6.041
H 3.411 -2.969 -8.540
H 3.682 -4.077 -7.031
H 4.909 -3.172 -7.720
H 4.405 -0.220 -2.661
H 5.120 -1.506 -3.142
C 2.824 3.269 5.859
C 2.757 3.286 7.366
C 3.069 4.635 7.941
O 3.145 4.452 9.301
C 4.136 5.342 9.876
N 1.345 3.056 7.683
H 3.823 3.508 5.495
H 2.163 3.867 5.231
H 2.572 2.261 5.529
H 3.240 2.495 7.939
H 2.266 5.290 7.603
H 4.027 4.907 7.497
H 3.962 5.234 10.947
H 3.965 6.385 9.611
H 5.176 5.066 9.702
H 0.751 3.828 7.416
H 1.166 3.080 8.677
C -1.440 -4.805 -7.582
C -1.904 -5.270 -6.215
C -0.592 -5.400 -5.313
O -0.998 -6.039 -4.065
C -0.057 -5.787 -3.045
N -2.821 -4.289 -5.645
H -2.272 -4.585 -8.251
H -1.057 -5.635 -8.175
H -0.766 -3.948 -7.586
H -2.496 -6.185 -6.249
H -0.232 -4.407 -5.045
H 0.228 -5.951 -5.773
H -0.203 -4.792 -2.624
H 0.942 -6.084 -3.364
H -0.202 -6.476 -2.213
H -2.313 -3.421 -5.547
H -2.830 -4.708 -4.727
C -6.244 2.670 -0.837
C -7.398 3.722 -0.858
C -6.949 5.152 -1.056
O -5.684 5.316 -0.401
C -5.851 5.674 0.965
N -8.393 3.334 -1.833
H -5.964 2.493 -1.876
H -6.646 1.723 -0.477
H -5.341 2.892 -0.269
H -7.917 3.654 0.098
H -7.638 5.956 -0.797
H -6.782 5.265 -2.127
H -4.943 5.438 1.520
H -6.647 5.052 1.374
H -6.065 6.735 1.098
H -9.157 3.932 -1.553
H -8.746 2.439 -1.529
C 7.539 -2.069 3.674
C 6.146 -2.262 4.246
C 5.391 -3.463 3.687
O 5.469 -3.485 2.261
C 4.666 -4.444 1.686
N 6.145 -2.219 5.760
H 8.187 -2.918 3.896
H 7.919 -1.120 4.050
H 7.418 -2.045 2.591
H 5.486 -1.434 3.987
H 4.327 -3.372 3.905
H 5.730 -4.395 4.138
H 3.633 -4.156 1.879
H 4.773 -5.475 2.023
H 4.707 -4.375 0.599
H 5.362 -2.822 5.972
H 6.957 -2.793 5.934
O 0.346 -1.167 5.896
H 0.434 -0.295 6.281
H 0.140 -1.737 6.636
O -1.777 -0.493 -5.140
H -1.347 0.011 -4.449
H -1.460 -0.102 -5.954
*
```

***

2.
Computed, not measured: C27H16BrCl2F3N2O2PtS2 as an isolated structure, with the ωB97M-V functional and the def2-TZVPD basis.

Calculated values
HOMO (spin up / spin down), eV: -6.22 / -8.47
Lowest unoccupied orbital energy (spin up / spin down), eV: -0.01 / -3.42
Energy, eV: -163488.021
Gap between HOMO and LUMO (spin up / spin down), eV: 6.2 / 5.0
Largest force on an atom, Eh/bohr: 0.018

```
! RIJCOSX wB97M-V def2-TZVPD def2/J DEFGRID3
* xyz 0 5
Pt -0.080 0.301 -0.484
S 2.410 0.822 3.330
C 3.280 -0.341 2.352
C 4.514 -0.896 2.590
C 5.006 -1.836 1.683
C 4.260 -2.227 0.560
C 3.024 -1.691 0.308
C 2.511 -0.718 1.199
N 1.339 -0.120 1.101
C 1.120 0.803 2.132
C -0.005 1.595 2.107
C -0.376 2.486 3.164
C -1.578 3.134 3.113
C -2.448 2.953 2.026
C -2.079 2.137 0.948
C -0.878 1.474 0.958
H 5.084 -0.616 3.465
H 5.982 -2.270 1.854
H 4.674 -2.959 -0.120
H 2.443 -1.976 -0.560
H 0.301 2.616 4.000
H -1.867 3.795 3.920
H -3.404 3.459 2.007
H -2.750 2.051 0.104
F -2.701 -4.202 -2.028
C -2.682 -4.582 -0.747
F -1.828 -5.627 -0.649
F -3.912 -5.060 -0.454
C -2.297 -3.496 0.215
C -2.560 -3.721 1.558
C -2.188 -2.777 2.502
C -1.556 -1.630 2.062
N -1.302 -1.412 0.780
C -1.649 -2.306 -0.155
S -1.190 -1.824 -1.742
H -3.054 -4.636 1.858
H -2.388 -2.926 3.553
H -1.241 -0.855 2.753
Cl 4.757 0.425 -2.351
C 3.185 0.626 -3.146
Cl 3.116 2.139 -4.057
C 2.067 0.602 -2.090
O 1.309 -0.410 -2.136
O 1.946 1.535 -1.285
H 3.057 -0.195 -3.840
Br -2.965 4.454 -4.915
C -2.190 3.255 -3.658
C -2.813 2.048 -3.401
C -2.249 1.174 -2.480
C -1.065 1.495 -1.825
C -0.467 2.725 -2.088
C -1.023 3.607 -3.006
H -3.727 1.782 -3.914
H -2.764 0.246 -2.280
H 0.445 3.013 -1.584
H -0.550 4.559 -3.205
*
```